No. 1
{
  "formula": "C22H44BN3O8",
  "method": "ωB97M-V/def2-TZVPD",
  "symbols": ["C", "C", "C", "C", "O", "O", "O", "B", "O", "C", "C", "C", "C", "C", "N", "C", "N", "N", "H", "H", "H", "H", "H", "H", "H", "H", "H", "H", "H", "H", "H", "H", "H", "H", "H", "H", "H", "H", "C", "C", "O", "C", "H", "H", "H", "H", "H", "H", "C", "C", "O", "C", "H", "H", "H", "H", "H", "H", "C", "C", "O", "C", "H", "H", "H", "H", "H", "H", "C", "C", "O", "C", "H", "H", "H", "H", "H", "H"],
  "positions_angstrom": [[-1.86081, 0.49585, 1.43799], [-2.38161, 0.99495, 0.09677], [-1.35518, 1.42575, -0.96492], [0.15060, 1.26897, -0.59471], [0.53376, 1.82922, 0.44763], [0.82967, 0.59781, -1.39576], [-1.53196, 2.86164, -1.09484], [-2.17370, 3.13712, -2.42026], [-2.79165, 1.82727, -2.73481], [-1.72997, 0.93985, -2.38031], [-2.30775, -0.47567, -2.62650], [-1.82778, -1.68105, -1.80406], [-0.42642, -2.10457, -2.23701], [0.45456, -2.75950, -1.19155], [0.38627, -2.16439, 0.15503], [0.09700, -2.96463, 1.21831], [0.74099, -2.87915, 2.31969], [-1.03012, -3.81541, 1.05521], [-2.66325, 0.01875, 1.99829], [-1.02315, -0.17374, 1.33974], [-1.49699, 1.33669, 2.00858], [-3.07049, 0.26757, -0.32416], [-2.97419, 1.87629, 0.27999], [-2.97047, 4.09122, -2.38483], [-1.25749, 3.40479, -3.25939], [-0.95388, 1.15462, -3.10546], [-2.04434, -0.75311, -3.64572], [-3.38589, -0.39338, -2.61376], [-2.49973, -2.50876, -2.04061], [-1.89583, -1.53217, -0.73670], [0.06911, -1.24248, -2.64657], [-0.53136, -2.83625, -3.03981], [1.48324, -2.70794, -1.52295], [0.20662, -3.81418, -1.10700], [1.20833, -1.61076, 0.35063], [0.34622, -3.51017, 3.00592], [-1.34245, -3.79726, 0.09457], [-1.78867, -3.40683, 1.58515], [2.61710, -1.12632, 4.54349], [1.82832, -1.00498, 5.81741], [0.88349, -1.71351, 6.07759], [2.27994, 0.06575, 6.79113], [2.19764, -1.90496, 3.90944], [2.58546, -0.18466, 3.99243], [3.65800, -1.36057, 4.78452], [2.22783, 1.04495, 6.31393], [3.31314, -0.11656, 7.09301], [1.63870, 0.05826, 7.67020], [0.69511, -5.46257, 9.80206], [1.92777, -4.72715, 9.32194], [3.03507, -5.08258, 9.65382], [1.68741, -3.54657, 8.42013], [0.98963, -6.29100, 10.44174], [0.04937, -4.78348, 10.36057], [0.13312, -5.84397, 8.94873], [1.07823, -2.79826, 8.92792], [1.15928, -3.85248, 7.51773], [2.63861, -3.10347, 8.13869], [0.70139, 5.32221, -6.55664], [-0.35413, 5.59434, -5.50778], [-1.41287, 5.02952, -5.55619], [-0.00755, 6.53919, -4.38142], [0.30021, 4.58119, -7.24230], [0.97419, 6.21941, -7.11820], [1.59819, 4.91236, -6.09090], [0.22677, 7.53150, -4.77804], [0.85955, 6.16396, -3.83621], [-0.85164, 6.59881, -3.69980], [-0.01239, 1.46288, -7.73911], [0.93844, 1.63537, -6.57537], [1.91793, 2.33935, -6.66156], [0.58216, 0.91897, -5.29864], [0.34494, 2.03645, -8.59174], [-0.08146, 0.40836, -8.01260], [-1.00550, 1.81401, -7.45530], [0.53494, -0.15847, -5.47346], [-0.39217, 1.25607, -4.93795], [1.32454, 1.13168, -4.53507]],
  "lowdin_charge": [-0.110, -0.148, -0.319, -0.658, -0.049, -0.062, -0.077, -0.637, -0.098, -0.297, -0.124, -0.199, -0.200, -0.190, 0.054, -0.573, 0.109, 0.100, 0.051, 0.040, 0.062, 0.092, 0.113, 0.046, 0.062, 0.088, 0.098, 0.102, 0.094, 0.080, 0.082, 0.101, 0.113, 0.097, 0.129, 0.029, 0.048, 0.083, -0.021, -0.501, 0.044, -0.034, 0.039, 0.098, 0.081, 0.084, 0.077, 0.071, -0.031, -0.505, 0.057, -0.031, 0.074, 0.081, 0.084, 0.090, 0.085, 0.082, -0.034, -0.514, 0.071, -0.025, 0.063, 0.072, 0.077, 0.070, 0.087, 0.084, -0.034, -0.500, 0.039, -0.008, 0.070, 0.075, 0.088, 0.086, 0.082, 0.093],
  "homo_lumo_gap_ev": 3.979,
  "fmax_ev_per_a": 1.611,
  "energy_ev": -45055.4649,
  "relative_energy_kcal_mol": 0.00,
  "charge": -2
}

No. 2
{
  "formula": "C16H22BCoN7",
  "method": "ωB97M-V/def2-TZVPD",
  "symbols": ["H", "N", "B", "N", "C", "Co", "H", "C", "H", "C", "H", "C", "H", "H", "H", "N", "N", "N", "N", "C", "C", "H", "H", "C", "C", "C", "C", "H", "H", "H", "H", "H", "C", "C", "C", "C", "C", "C", "N", "H", "H", "H", "H", "H", "H", "H", "H"],
  "positions_angstrom": [[-0.21442, -0.61854, 3.38888], [-0.22902, -1.40752, 1.42886], [-0.15338, -2.97885, -0.64224], [-0.23269, -2.66055, 0.89724], [-0.22136, -3.56068, 1.91157], [-0.26635, 0.19864, 0.25205], [-0.21657, -4.62646, 1.68840], [-0.21022, -2.87526, 3.12708], [-0.20242, -3.29977, 4.12951], [-0.21485, -1.51658, 2.77386], [-0.34692, -4.17044, -0.75861], [1.26175, 3.41385, -1.34752], [1.26223, 4.49649, -1.16526], [0.26602, 3.25014, -1.94570], [2.02887, 3.10797, -2.07377], [1.22653, -2.62194, -1.22104], [-1.28154, -2.20012, -1.36373], [1.75315, -1.36932, -1.15699], [-1.50022, -0.88091, -1.14292], [2.11388, -3.49516, -1.78524], [-2.15958, -2.66086, -2.29074], [1.85313, -4.54501, -1.92121], [-2.13672, -3.70603, -2.59646], [3.26785, -2.78629, -2.10045], [-2.97734, -1.60282, -2.68686], [2.98115, -1.46343, -1.68385], [-2.52480, -0.50486, -1.93067], [4.17429, -3.16695, -2.57108], [-3.79125, -1.62631, -3.40982], [3.61161, -0.57373, -1.75036], [-2.88861, 0.52258, -1.90208], [1.41913, 2.86484, -0.40027], [-1.98402, 3.09657, -0.62476], [-1.05300, 3.07695, 0.53403], [-0.86100, 4.15241, 1.37864], [0.02906, 3.73919, 2.34216], [0.33669, 2.42547, 2.05147], [1.29772, 1.59553, 2.83205], [-0.32103, 2.01156, 0.94600], [-1.86797, 2.16202, -1.18051], [-1.74282, 3.94191, -1.30119], [-3.02827, 3.22004, -0.27012], [-1.32161, 5.12877, 1.30195], [0.41065, 4.33041, 3.16384], [2.28612, 2.10014, 2.84904], [0.93452, 1.47548, 3.87391], [1.43359, 0.60740, 2.35290]],
  "lowdin_spin": [0.000, 0.048, 0.001, 0.006, 0.002, 2.765, 0.000, 0.001, 0.000, 0.007, 0.000, 0.002, 0.000, 0.000, 0.000, 0.000, 0.004, 0.016, 0.035, 0.000, 0.000, 0.000, 0.000, 0.000, 0.001, 0.001, 0.003, 0.000, 0.000, 0.000, 0.000, 0.001, 0.004, 0.014, 0.005, 0.007, 0.011, 0.006, 0.049, 0.003, 0.000, 0.000, 0.001, 0.001, 0.000, 0.000, 0.004],
  "homo_lumo_gap_ev": [7.495, 6.370],
  "fmax_ev_per_a": 2.351,
  "energy_ev": -65684.2628,
  "s_squared": 3.756,
  "charge": 0,
  "spin_multiplicity": 4
}